Formula: C37H46ClNO2PtSi2Te2
Source: the Open Molecules 2025 dataset
Level of theory: ωB97M-V with the def2-TZVPD basis set

Last column: Mulliken charge in e.
Element x y z (Å)
1 Pt 1.282 -0.435 0.672  2.15
2 C -3.167 4.455 -2.425  -1.64
3 C -2.455 3.337 -1.709  -0.28
4 C -3.124 2.203 -1.270  -0.20
5 C -2.454 1.157 -0.659  0.84
6 C -3.213 -0.082 -0.324  -0.54
7 O -2.801 -1.198 -0.576  -0.66
8 C -4.564 0.074 0.315  0.35
9 C -5.501 -0.940 0.143  -0.39
10 C -6.741 -0.855 0.754  -0.68
11 C -7.044 0.236 1.560  -0.38
12 C -6.109 1.243 1.746  -0.89
13 C -4.875 1.168 1.117  0.01
14 C -1.054 1.222 -0.415  0.52
15 O -0.544 0.185 0.166  -1.10
16 C -0.364 2.401 -0.801  -0.11
17 C -1.096 3.401 -1.459  -0.83
18 C 1.066 2.669 -0.532  0.54
19 N 1.892 1.858 0.025  0.07
20 C 3.281 2.343 0.168  -0.59
21 C 4.150 1.587 1.152  -1.38
22 Te 3.935 2.119 3.226  0.25
23 C 1.844 1.914 3.416  -0.40
24 C 1.274 0.675 3.709  -0.46
25 C -0.106 0.560 3.844  -0.43
26 C -0.920 1.671 3.685  -0.44
27 C -0.354 2.906 3.407  -0.66
28 C 1.023 3.028 3.284  -0.13
29 C 1.557 4.008 -1.015  -0.85
30 C 2.244 4.085 -2.221  0.34
31 C 2.714 5.306 -2.683  -0.97
32 C 2.505 6.458 -1.937  -0.47
33 C 1.815 6.385 -0.735  -0.89
34 C 1.337 5.165 -0.279  0.29
35 H -4.238 4.259 -2.486  0.39
36 H -2.796 4.578 -3.444  0.35
37 H -3.033 5.409 -1.911  0.35
38 H -4.193 2.115 -1.432  0.42
39 H -5.239 -1.791 -0.472  0.47
40 H -7.471 -1.640 0.608  0.41
41 H -8.011 0.299 2.043  0.39
42 H -6.341 2.090 2.380  0.40
43 H -4.146 1.957 1.252  0.50
44 H -0.574 4.288 -1.791  0.50
45 H 3.297 3.402 0.432  0.42
46 H 3.745 2.270 -0.823  0.41
47 H 5.186 1.869 0.957  0.58
48 H 4.067 0.512 1.055  0.24
49 H 1.910 -0.189 3.855  0.59
50 H -0.541 -0.403 4.070  0.44
51 H -1.994 1.573 3.782  0.46
52 H -0.987 3.779 3.294  0.37
53 H 1.470 3.993 3.085  0.44
54 H 2.403 3.185 -2.803  0.56
55 H 3.243 5.358 -3.626  0.41
56 H 2.875 7.410 -2.294  0.39
57 H 1.643 7.281 -0.154  0.43
58 H 0.780 5.111 0.647  0.56
59 Cl 3.098 -1.565 1.562  -0.69
60 C -0.499 -2.937 2.935  -0.74
61 Si -0.223 -4.323 1.717  0.17
62 C 1.504 -5.019 1.874  -1.02
63 C -1.462 -5.702 2.001  -1.13
64 C -0.598 -3.670 -0.015  -0.39
65 Te 0.648 -2.225 -0.939  -0.15
66 C 2.368 -3.450 -1.195  -0.21
67 Si 2.708 -3.850 -2.999  0.23
68 C 1.203 -4.684 -3.740  -1.00
69 C 4.181 -5.000 -3.082  -1.08
70 C 3.076 -2.248 -3.897  -1.00
71 H -0.802 -3.324 3.911  0.57
72 H -1.279 -2.265 2.572  0.23
73 H 0.418 -2.357 3.062  0.05
74 H 1.634 -5.414 2.886  0.37
75 H 2.265 -4.251 1.721  0.27
76 H 1.677 -5.844 1.179  0.31
77 H -1.349 -6.119 3.005  0.30
78 H -1.314 -6.514 1.285  0.30
79 H -2.490 -5.348 1.901  0.33
80 H -1.560 -3.150 0.017  0.01
81 H -0.688 -4.473 -0.752  0.53
82 H 2.213 -4.346 -0.594  -0.10
83 H 3.188 -2.897 -0.735  0.43
84 H 1.012 -5.647 -3.260  0.32
85 H 1.349 -4.870 -4.807  0.35
86 H 0.304 -4.072 -3.637  0.34
87 H 3.985 -5.925 -2.536  0.31
88 H 5.065 -4.534 -2.643  0.33
89 H 4.419 -5.266 -4.114  0.32
90 H 2.315 -1.490 -3.694  0.31
91 H 3.107 -2.398 -4.978  0.34
92 H 4.042 -1.843 -3.586  0.30

Output
HOMO-LUMO gap   7.5 eV
ΔE to the lowest compared entry with this formula, charge and spin   0.29 kcal per mole
E_LUMO   -0.006 Ha
Energy   -3337.34903 Ha